Entry 1:
ORCA calculation (ωB97M-V/def2-TZVPD) on a 3-piece molecular cluster, C3H12O3S overall in a non-equilibrium geometry.

Summary:
- F_max: 1.034 eV/A
- Net charge: 0
- Energy relative to the best compared isomer or geometry (same formula, charge and spin): 0.563 eV
- E_LUMO: 0.6 eV
- Frontier orbital gap: 10.016 eV

Each line ends with the Löwdin charge.
Geometry (Å):
O  0.901  0.328  -1.196  -0.089
C  1.097  1.163  -0.060  -0.280
C  1.412  0.405  1.229  -0.231
C  0.244  0.327  2.228  -0.539
S  -1.334  -0.194  1.512  0.758
H  1.696  0.295  -1.735  0.102
H  1.885  1.899  -0.275  0.121
H  0.209  1.782  0.053  0.110
H  1.791  -0.587  1.039  0.113
H  2.204  0.986  1.703  0.108
H  0.181  1.295  2.726  0.073
H  0.508  -0.453  2.931  0.060
H  -1.023  -0.102  0.212  -0.146
O  -1.648  -2.910  -0.505  -0.080
H  -2.454  -2.899  -1.031  0.032
H  -1.754  -2.161  0.101  -0.065
O  -1.230  0.255  -3.350  -0.065
H  -2.100  0.199  -2.949  0.025
H  -0.585  0.371  -2.634  -0.005


Entry 2:
ORCA calculation (ωB97M-V/def2-TZVPD) on C6H14N2 as an isolated structure in a non-equilibrium geometry.

Summary:
- F_max: 2.985 eV/A
- Net charge: -1
- Spin multiplicity: 2
- Energy relative to the best compared isomer or geometry (same formula, charge and spin): 6.430 eV
- E_LUMO (spin up / spin down): 3.5 / 3.5 eV
- Frontier orbital gap (spin up / spin down): 4.717 / 4.564 eV

Each line ends with the Löwdin charge.
Geometry (Å):
C  2.677  0.602  0.311  -0.278
N  1.867  1.624  0.162  0.054
C  -0.637  0.350  -1.145  -0.169
C  -1.406  -0.801  -0.540  -0.309
C  -2.560  -0.579  0.222  -0.345
C  -3.021  0.616  0.745  -0.189
C  2.458  -0.868  -0.122  -0.308
N  1.443  -1.554  0.623  0.015
H  2.168  1.204  -0.806  0.073
H  3.655  0.826  0.791  0.085
H  0.412  0.395  -0.820  -0.019
H  -0.673  0.318  -2.243  0.056
H  -1.071  1.268  -0.752  0.039
H  -2.366  2.593  1.051  0.074
H  -1.369  -1.786  -1.002  0.039
H  -3.150  -1.472  0.435  0.066
H  -3.874  0.729  1.405  -0.027
H  -2.436  1.615  0.699  -0.151
H  3.432  -1.355  -0.045  0.093
H  2.192  -0.851  -1.185  0.103
H  1.745  -1.755  1.567  0.058
H  0.515  -1.119  0.646  0.041


Entry 3:
ORCA calculation (ωB97M-V/def2-TZVPD) on C32H55ClIrP2Si2 as an isolated structure in a non-equilibrium geometry.

Summary:
- F_max: 4.242 eV/A
- Net charge: 0
- Spin multiplicity: 6
- E_LUMO (spin up / spin down): 0.3 / -1.4 eV
- Frontier orbital gap (spin up / spin down): 3.859 / 6.252 eV

Each line ends with the Löwdin charge.
Geometry (Å):
Ir  -0.066  -0.108  -0.751  1.079
C  1.786  -0.233  -2.774  -0.171
C  1.014  -1.393  -2.575  -0.341
C  -0.391  -0.976  -2.748  -0.269
Si  1.669  -2.984  -1.845  0.514
C  -0.409  0.468  -2.879  -0.249
C  0.986  0.934  -2.777  -0.334
Si  1.657  2.636  -2.350  0.513
H  2.866  -0.228  -2.731  0.096
H  -1.242  -1.647  -2.872  0.085
H  -1.295  1.095  -3.042  0.084
Cl  -3.532  -0.052  1.691  0.643
C  3.523  2.661  -2.235  -0.171
C  1.124  3.808  -3.713  -0.178
C  3.536  -2.974  -1.707  -0.169
C  1.110  -4.373  -2.978  -0.176
H  1.749  3.591  -4.592  0.039
H  1.285  4.857  -3.428  0.035
H  0.076  3.677  -4.005  0.024
H  3.879  2.166  -1.325  0.039
H  3.899  3.693  -2.227  0.039
H  3.967  2.151  -3.098  0.036
H  1.699  -4.297  -3.904  0.038
H  0.050  -4.297  -3.248  0.022
H  1.291  -5.365  -2.540  0.035
H  3.987  -2.617  -2.640  0.035
H  3.932  -3.980  -1.511  0.038
H  3.873  -2.321  -0.894  0.039
C  0.948  3.089  -0.642  -0.405
C  0.957  -3.133  -0.079  -0.403
P  -0.708  2.388  -0.344  0.953
H  1.002  4.172  -0.482  0.042
H  1.618  2.651  0.110  0.044
P  -0.715  -2.406  0.094  0.943
H  1.613  -2.544  0.577  0.038
H  1.037  -4.168  0.277  0.043
C  -1.282  -2.940  1.817  -0.512
C  -1.798  -3.530  -1.010  -0.527
C  -1.788  3.315  -1.620  -0.524
C  -1.273  3.193  1.257  -0.513
C  -1.162  2.232  2.439  -0.130
H  -2.338  3.422  1.084  0.099
C  -0.552  4.500  1.593  -0.123
H  0.519  4.320  1.763  0.076
H  -0.968  4.898  2.528  0.083
H  -0.664  5.284  0.834  0.055
H  -1.940  1.459  2.409  -0.012
H  -1.308  2.787  3.377  0.086
H  -0.189  1.725  2.459  0.047
H  -1.342  3.008  -2.575  0.056
C  -1.705  4.839  -1.526  -0.118
C  -3.260  2.900  -1.618  -0.129
H  -0.691  5.245  -1.604  0.066
H  -2.171  5.223  -0.609  0.074
H  -2.276  5.258  -2.366  0.083
H  -3.407  1.879  -1.986  0.061
H  -3.836  3.554  -2.284  0.085
H  -3.712  3.006  -0.622  0.078
H  -1.361  -3.387  -2.008  0.052
C  -3.268  -3.102  -1.061  -0.120
C  -1.711  -5.020  -0.668  -0.117
H  -0.692  -5.427  -0.688  0.066
H  -2.281  -5.575  -1.427  0.083
H  -2.171  -5.250  0.302  0.074
H  -3.414  -2.156  -1.592  0.056
H  -3.707  -3.026  -0.055  0.076
H  -3.854  -3.857  -1.602  0.083
C  -1.185  -1.804  2.832  -0.149
C  -0.545  -4.161  2.371  -0.125
H  -2.343  -3.207  1.680  0.094
H  0.520  -3.925  2.511  0.075
H  -0.646  -5.065  1.756  0.057
H  -0.961  -4.401  3.360  0.083
H  -0.225  -1.278  2.762  0.048
H  -1.332  -2.206  3.845  0.085
H  -1.992  -1.070  2.680  -0.048
C  -3.588  0.089  -0.064  -0.486
H  -4.582  -0.060  -0.461  0.054
H  -2.857  -0.647  -0.403  -0.040
H  -3.135  1.041  -0.317  -0.043
C  0.776  0.109  0.869  -0.403
C  1.573  0.062  1.843  -0.106
C  2.280  0.208  3.055  -0.302
C  2.595  -0.944  3.811  -0.074
C  3.132  -0.817  5.086  -0.115
C  3.398  0.445  5.628  -0.131
C  3.128  1.587  4.867  -0.114
C  2.590  1.483  3.589  -0.069
H  2.362  -1.917  3.381  0.096
H  3.346  -1.712  5.661  0.092
H  3.812  0.535  6.635  0.090
H  3.342  2.570  5.278  0.093
H  2.360  2.366  2.992  0.095


Entry 4:
ORCA calculation (ωB97M-V/def2-TZVPD) on a 8-piece molecular cluster, C11H38N2O8 overall in a non-equilibrium geometry.

Summary:
- F_max: 8.244 eV/A
- Net charge: 0
- Energy relative to the best compared isomer or geometry (same formula, charge and spin): 4.133 eV
- E_LUMO: 0.3 eV
- Frontier orbital gap: 9.631 eV

Each line ends with the Löwdin charge.
Geometry (Å):
N  -2.224  0.851  -3.213  0.139
C  -1.067  0.294  -3.404  -0.625
N  -0.899  -0.826  -2.793  0.173
O  -0.179  0.716  -4.380  -0.112
H  -2.502  1.510  -3.990  0.172
H  -2.926  0.562  -2.548  0.126
H  -0.160  -1.324  -3.258  0.038
H  -1.614  -1.188  -2.167  0.114
C  1.400  -0.989  3.817  -0.066
C  0.004  -0.997  4.400  -0.349
O  -0.612  -2.227  4.477  -0.074
H  1.765  -0.023  4.031  0.049
H  1.348  -1.037  2.774  0.020
H  2.208  -1.634  4.279  0.107
H  -0.757  -0.369  3.918  0.102
H  0.042  -0.595  5.390  0.103
H  -0.952  -2.652  3.668  0.092
C  2.777  -2.567  0.185  -0.090
C  1.391  -3.126  0.038  -0.366
O  1.495  -4.522  -0.222  -0.101
H  3.332  -2.719  -0.726  0.056
H  3.319  -3.131  0.997  0.097
H  2.837  -1.444  0.432  0.096
H  0.756  -2.587  -0.670  0.080
H  0.896  -3.088  1.051  0.102
H  0.915  -4.966  0.475  0.121
C  -1.127  3.892  -1.840  -0.098
C  -2.197  3.286  -0.923  -0.319
O  -3.269  2.924  -1.748  -0.078
H  -1.524  4.881  -2.317  0.109
H  -0.852  3.295  -2.697  0.052
H  -0.265  4.185  -1.216  0.069
H  -2.379  4.014  -0.093  0.119
H  -1.759  2.315  -0.612  0.092
H  -2.854  2.368  -2.347  -0.042
C  0.209  3.301  3.170  -0.144
O  -0.286  3.625  1.860  -0.171
H  1.286  3.057  3.185  0.095
H  -0.371  2.544  3.721  0.080
H  -0.026  4.174  3.751  0.068
H  -1.032  4.321  1.954  0.130
C  1.749  -2.245  -3.365  -0.134
O  0.631  -2.403  -4.249  -0.115
H  2.713  -2.218  -3.965  0.106
H  1.927  -3.183  -2.726  0.093
H  1.647  -1.423  -2.654  0.062
H  0.581  -3.311  -4.488  0.082
C  -1.684  -1.247  0.701  -0.126
O  -1.831  -0.134  1.575  -0.091
H  -1.598  -1.029  -0.273  -0.005
H  -2.584  -1.911  0.783  0.107
H  -0.898  -1.906  1.115  0.067
H  -1.001  0.286  1.579  0.009
C  1.165  0.935  -0.365  -0.162
O  1.081  0.983  1.013  -0.130
H  0.336  1.539  -0.710  0.056
H  0.934  -0.081  -0.745  0.064
H  2.066  1.448  -0.765  0.106
H  0.601  1.823  1.140  0.046


Entry 5:
ORCA calculation (ωB97M-V/def2-TZVPD) on a 3-piece molecular cluster, CH6N3S overall in a non-equilibrium geometry.

Summary:
- F_max: 4.175 eV/A
- Net charge: +1
- Energy relative to the best compared isomer or geometry (same formula, charge and spin): 3.933 eV
- E_LUMO (spin up / spin down): -5.9 / -5.9 eV
- Frontier orbital gap (spin up / spin down): 8.258 / 8.259 eV

Each line ends with the Löwdin charge.
Geometry (Å):
C  -0.699  0.868  0.095  -0.223
N  0.684  0.742  0.439  -0.024
N  -1.262  -0.447  0.437  -0.255
N  0.966  -0.350  1.046  -0.328
S  -0.096  -1.435  1.196  1.129
H  -1.198  1.780  0.609  0.155
H  -0.749  1.039  -1.095  0.171
H  1.352  1.413  0.095  0.180
H  -2.051  -0.860  -0.017  0.098
H  1.112  -1.490  -1.425  0.031
H  1.941  -1.260  -1.379  0.066


Entry 6:
ORCA calculation (ωB97M-V/def2-TZVPD) on C5H6O as an isolated structure.

Summary:
- F_max: 0.455 eV/A
- Net charge: 0
- Energy relative to the best compared isomer or geometry (same formula, charge and spin): 3.381 eV
- E_LUMO: 0.2 eV
- Frontier orbital gap: 8.878 eV

Each line ends with the Löwdin charge.
Geometry (Å):
O  2.402  -0.471  0.099  0.101
C  1.231  -0.189  0.060  -0.379
C  0.035  -1.120  -0.083  -0.107
C  -1.191  -0.204  0.109  -0.223
C  -0.753  1.254  0.232  -0.058
C  0.646  1.214  0.154  -0.097
H  0.113  -1.939  0.638  0.123
H  0.068  -1.572  -1.081  0.126
H  -1.949  -0.321  -0.672  0.105
H  -1.711  -0.418  1.051  0.112
H  -0.043  1.632  -0.818  0.173
H  1.300  2.076  0.296  0.124